This record from the Open Molecules 2025 dataset describes 2 unconnected molecules or ions with the total composition C7H6N4O3 at a distorted geometry. The level of theory is the ωB97M-V functional and the def2-TZVPD basis.

Geometry as XYZ:
```
20
Properties=species:S:1:pos:R:3:forces:R:3
C -0.673 -1.079 2.199 -1.251 0.905 3.175
C -0.900 -2.388 1.836 -0.564 -2.042 0.439
C -0.055 -0.420 1.132 0.152 -4.474 -2.848
C 0.085 -1.409 0.117 1.393 2.701 -0.854
C 0.682 0.602 -1.366 -1.154 -2.474 2.053
C -0.223 3.589 -0.607 -1.835 -0.710 -0.394
C 0.633 -0.998 -1.324 0.159 0.872 1.645
N 0.562 1.340 -0.314 0.809 -0.627 -0.901
N -0.386 -2.609 0.590 0.481 2.293 -0.655
N 0.396 0.828 0.873 -0.920 4.954 2.799
N 0.799 1.159 -2.603 0.423 1.604 -2.178
O -1.243 3.131 -0.886 -1.288 -0.162 -0.581
O 0.981 2.377 -2.716 -0.302 -1.534 0.631
O 0.730 4.073 -0.242 2.794 1.826 0.945
H -0.985 -0.556 3.183 0.616 -1.271 -1.771
H -1.330 -3.371 2.208 0.286 2.099 0.514
H 1.704 -1.224 -1.569 -1.043 -0.749 0.402
H -0.070 -1.458 -2.020 0.399 0.409 -0.546
H -0.813 -3.248 -0.032 -0.039 -0.944 -0.447
H 0.106 1.660 1.540 0.884 -2.676 -1.428
```
Positions in Å, forces in eV/Å.

Output
**SMILES string**: O=NC1=NNc2cc[nH]c2C1.O=C=O
**Spin multiplicity**: 1
**E_tot**: -714.95422 Eh
**LUMO level (alpha / beta)**: -0.9257 / -0.9250 eV
**HOMO level (alpha / beta)**: -8.1 / -8.1 eV

These are the natural (NBO) partial charges, in e, on atoms 1 to 5: atom 1 (C): -0.303, atom 2 (C): -0.059, atom 3 (C): 0.023, atom 4 (C): 0.122, atom 5 (C): 0.195

***

This record from the Open Molecules 2025 dataset describes 2 unconnected molecules or ions with the total composition CH2ClFO2 at a distorted geometry. The level of theory is the ωB97M-V functional and the def2-TZVPD basis.

Geometry as XYZ:
```
7
Properties=species:S:1:pos:R:3:forces:R:3
C 3.548 0.503 0.266 -0.695 1.052 1.772
O 3.777 1.258 1.163 -0.032 -1.565 -1.424
O -0.143 -0.127 0.135 3.097 2.285 -1.613
F 3.422 0.901 -0.982 0.228 -0.240 -0.245
Cl 3.118 -1.193 0.414 0.475 0.722 -0.102
H -0.393 -0.978 0.282 -1.141 -3.814 0.671
H -0.806 0.416 0.459 -1.932 1.559 0.940
```
Positions in Å, forces in eV/Å.

Output
**SMILES string**: O=C(F)Cl.O
**Spin multiplicity**: 1
**E_tot**: -749.83745 Eh
**LUMO level**: 0.4744 eV
**HOMO level**: -11.8 eV

These are the natural (NBO) partial charges, in e, on atoms 1 to 5: atom 1 (C): 0.815, atom 2 (O): -0.504, atom 3 (O): -0.928, atom 4 (F): -0.295, atom 5 (Cl): -0.016

***

This record from the Open Molecules 2025 dataset describes 2 unconnected molecules or ions with the total composition C25H24NS at a distorted geometry. The level of theory is the ωB97M-V functional and the def2-TZVPD basis.

Geometry as XYZ:
```
51
Properties=species:S:1:pos:R:3:forces:R:3
C 2.031 -2.067 0.931 -0.478 -0.347 0.016
S 0.730 -0.855 1.400 0.884 -0.416 0.521
C 0.089 -1.735 2.874 0.167 0.069 -0.442
C 1.600 0.454 2.094 -0.511 -0.223 0.715
C 2.296 1.271 1.218 1.635 1.814 -1.712
N 2.914 2.014 0.535 -1.479 -1.655 1.344
H 2.520 -1.719 0.016 -0.167 0.092 0.244
H 2.755 -2.169 1.747 -0.226 0.161 -0.138
H 1.530 -3.021 0.740 0.156 0.077 -0.065
H -0.693 -1.133 3.346 0.269 -0.127 -0.153
H -0.356 -2.671 2.515 0.220 0.241 0.102
H 0.933 -1.927 3.550 -0.319 0.065 -0.171
H 1.925 0.368 3.132 0.164 -0.309 -0.391
C -3.040 4.833 -1.424 0.020 -0.160 0.595
C -1.991 5.514 -0.793 0.055 -0.230 -0.058
C -1.356 4.970 0.320 -0.193 -0.155 -0.130
C -1.810 3.754 0.875 -0.236 0.325 -0.451
C -1.149 3.179 2.043 0.975 -0.058 0.020
C 0.239 3.384 2.176 -0.750 -0.026 -0.759
C 1.034 2.962 3.221 0.182 0.869 0.746
C 2.344 3.502 3.524 0.427 -0.168 -0.209
C 2.881 3.267 4.813 -0.096 -0.020 -0.143
C 4.097 3.820 5.197 -0.106 0.120 -0.035
C 4.823 4.607 4.288 -0.393 -0.228 0.030
C 4.336 4.819 2.991 -0.383 -0.063 -0.047
C 3.102 4.285 2.615 0.066 0.022 0.116
C -1.970 2.476 3.028 -0.922 -0.317 0.364
C -1.533 1.339 3.731 -0.058 0.138 0.190
C -2.292 0.820 4.784 -0.255 0.170 -0.294
C -3.582 1.315 5.030 0.198 0.260 -0.137
C -4.097 2.360 4.248 0.373 -0.181 0.130
C -3.278 2.960 3.301 0.320 0.013 -0.257
C -2.906 3.100 0.267 0.155 0.143 0.100
C -3.504 3.629 -0.873 0.266 0.109 0.008
H -3.516 5.247 -2.314 0.156 -0.101 0.267
H -1.650 6.471 -1.178 -0.057 -0.165 -0.002
H -0.514 5.491 0.782 -0.395 -0.059 -0.146
H 0.723 3.915 1.354 -0.159 -0.133 0.354
H 0.599 2.335 3.994 0.059 0.273 0.000
H 2.287 2.670 5.508 0.284 0.148 -0.087
H 4.463 3.664 6.216 -0.082 0.051 -0.444
H 5.759 5.068 4.601 -0.179 -0.169 -0.108
H 4.909 5.420 2.277 -0.277 -0.294 0.339
H 2.720 4.455 1.608 0.231 -0.059 0.298
H -0.603 0.859 3.417 -0.217 0.367 0.309
H -1.878 0.034 5.419 -0.219 0.081 -0.305
H -4.183 0.910 5.842 0.153 -0.013 -0.194
H -5.117 2.727 4.389 0.414 -0.131 0.072
H -3.640 3.830 2.751 0.094 -0.253 0.174
H -3.260 2.155 0.687 0.079 0.331 -0.184
H -4.332 3.093 -1.329 0.152 0.122 0.006
```
Positions in Å, forces in eV/Å.

Output
**Spin multiplicity**: 1
**E_tot**: -1419.64766 Eh
**LUMO level**: -5.0128 eV
**HOMO level**: -10.5 eV
**Total charge**: +1

These are the natural (NBO) partial charges, in e, on atoms 1 to 5: atom 1 (C): -0.765, atom 2 (S): 0.899, atom 3 (C): -0.740, atom 4 (C): -0.871, atom 5 (C): 0.235

***

This record from the Open Molecules 2025 dataset describes a molecular structure, CrCuH11O10S at a distorted geometry. The level of theory is the ωB97M-V functional and the def2-TZVPD basis.

Geometry as XYZ:
```
24
Properties=species:S:1:pos:R:3:forces:R:3
Cu 1.076 -0.353 -1.811 1.251 0.692 1.260
Cr -0.342 1.214 1.105 1.945 -0.469 -0.365
S 2.821 1.686 -0.106 5.051 5.578 -1.434
O 1.522 1.581 0.513 -6.045 -1.450 2.863
O 3.890 1.473 0.817 0.483 -0.406 2.069
O 3.035 0.716 -1.153 -2.361 -3.542 -3.361
O 2.849 3.062 -0.656 -0.353 -0.949 -0.027
O -0.336 -0.460 -0.135 0.215 -1.325 -0.892
H 0.028 -1.345 0.062 -0.282 0.738 0.333
O -2.482 -1.341 -1.610 -0.896 -0.304 -0.381
H -2.185 -1.146 -2.499 -0.051 -0.024 -0.262
H -1.792 -0.993 -1.045 0.963 0.363 0.610
O 1.399 -2.953 -2.008 0.052 0.634 0.135
H 1.246 -3.649 -2.647 0.020 -0.166 -0.318
H 0.645 -2.998 -1.420 -0.265 -0.233 0.184
O -2.324 0.442 1.980 0.328 0.294 -0.377
H -2.632 -0.285 1.439 0.061 -0.404 -0.427
H -3.028 0.583 2.614 -0.050 0.390 0.286
O 0.365 -0.072 2.972 -0.134 0.369 -0.250
H 0.528 -0.992 2.763 0.260 -0.219 -0.247
H 0.085 -0.080 3.887 -0.058 0.194 0.286
O -1.275 2.120 -0.709 -0.238 0.255 0.595
H -0.892 1.887 -1.554 0.538 0.014 -0.218
H -2.203 1.901 -0.798 -0.434 -0.029 -0.062
```
Positions in Å, forces in eV/Å.

Output
**Spin multiplicity**: 5
**E_tot**: -3842.10290 Eh
**LUMO level (alpha / beta)**: -1.2667 / -1.3128 eV
**HOMO level (alpha / beta)**: -6.9 / -6.9 eV

These are the natural (NBO) partial charges, in e, on atoms 1 to 5: atom 1 (Cu): 0.884, atom 2 (Cr): 1.489, atom 3 (S): 2.636, atom 4 (O): -1.119, atom 5 (O): -1.033

***

This record from the Open Molecules 2025 dataset describes a molecular structure, C26H67N4O7Y at a distorted geometry. The level of theory is the ωB97M-V functional and the def2-TZVPD basis.

Geometry as XYZ:
```
105
Properties=species:S:1:pos:R:3:forces:R:3
Y 1.697 -1.776 2.614 -3.534 3.037 -1.674
C -0.222 0.627 -0.615 0.687 0.072 -0.326
C 0.781 0.859 0.513 0.087 -0.530 -0.217
C 0.708 2.279 1.064 -0.190 -0.444 0.277
O 0.581 -0.133 1.510 1.257 -1.641 1.425
H 0.145 -0.153 -1.283 -0.186 -0.104 0.165
H -0.282 1.506 -1.260 -0.339 0.083 0.147
H -1.190 0.325 -0.219 -0.155 0.252 -0.111
H 1.778 0.692 0.073 -0.029 0.229 0.024
H 1.116 2.327 2.078 0.274 0.052 -0.164
H -0.328 2.612 1.155 -0.006 0.023 -0.188
H 1.252 2.940 0.393 -0.062 0.217 0.102
C -1.848 3.863 3.497 -0.428 0.366 -0.720
O -1.815 3.568 4.876 0.175 -0.161 -0.061
H -2.811 4.273 3.171 -0.001 -0.029 0.201
H -1.087 4.579 3.168 0.142 -0.085 0.235
H -1.718 2.948 2.917 0.148 -0.156 0.257
H -2.114 4.347 5.353 0.003 -0.025 0.088
C -3.255 -0.014 2.379 0.133 0.102 -0.401
O -2.126 -0.818 2.034 0.094 -0.046 -0.037
H -3.706 0.411 1.480 -0.061 -0.038 0.027
H -3.973 -0.672 2.856 -0.076 0.128 0.148
H -2.959 0.810 3.029 -0.139 -0.075 0.192
H -1.369 -0.269 1.759 0.068 -0.106 0.122
C 6.432 2.197 0.308 0.174 -0.049 0.347
C 5.149 2.565 1.043 -0.126 0.141 -0.049
C 4.375 3.650 0.333 0.238 0.568 0.172
O 4.112 3.249 -0.978 -0.591 -0.069 -0.278
C 3.263 4.161 -1.673 0.136 -0.375 0.065
N 4.282 1.378 1.261 -0.227 -0.502 0.003
H 7.000 3.086 0.037 -0.050 0.036 -0.028
H 6.232 1.625 -0.597 -0.074 0.064 -0.045
H 7.073 1.609 0.971 -0.024 -0.071 -0.115
H 5.401 3.010 2.012 0.055 -0.254 0.081
H 4.985 4.567 0.348 -0.049 -0.087 -0.065
H 3.450 3.901 0.879 -0.026 -0.187 -0.066
H 3.728 5.146 -1.741 -0.021 0.039 -0.066
H 2.286 4.250 -1.184 0.077 0.066 0.106
H 3.103 3.739 -2.662 0.091 0.127 -0.082
H 3.511 1.376 0.596 0.180 0.411 -0.127
H 4.798 0.540 0.997 0.204 0.155 0.090
C -1.997 -4.484 1.680 -0.442 -0.083 -0.039
C -0.604 -3.907 1.703 0.857 0.495 1.141
C -0.175 -3.312 0.392 -0.514 -0.543 -0.384
O 1.174 -2.818 0.481 0.274 -0.172 0.281
C 1.695 -2.529 -0.841 -0.041 0.308 0.113
N -0.447 -2.858 2.806 -0.859 -0.864 -0.216
H -2.226 -5.019 2.604 0.119 0.047 0.018
H -2.131 -5.200 0.869 0.108 0.032 -0.034
H -2.752 -3.702 1.560 0.116 0.046 -0.067
H 0.130 -4.660 2.020 -0.150 -0.280 -0.508
H -0.844 -2.522 0.035 0.104 0.171 0.257
H -0.249 -4.129 -0.334 0.389 0.162 -0.151
H 1.905 -3.464 -1.353 0.083 -0.011 -0.037
H 2.589 -1.914 -0.741 0.119 -0.191 0.105
H 0.972 -1.936 -1.401 -0.085 -0.194 0.021
H -0.737 -3.368 3.644 0.339 0.145 0.084
H -1.259 -2.214 2.659 0.588 0.440 -0.024
C 3.056 2.209 4.654 0.165 0.598 0.353
C 2.486 0.818 4.730 0.137 -0.706 0.008
C 0.979 0.814 4.877 0.410 0.810 0.141
O 0.446 -0.446 4.517 -0.020 -0.904 -0.188
C -0.859 -0.630 5.103 0.162 -0.253 0.525
N 2.918 0.016 3.516 0.911 0.608 0.248
H 2.692 2.751 3.780 0.107 -0.076 -0.071
H 4.147 2.184 4.657 -0.022 -0.029 -0.243
H 2.794 2.808 5.531 -0.186 -0.158 0.000
H 2.927 0.309 5.591 -0.127 -0.095 -0.021
H 0.536 1.631 4.293 -0.166 -0.285 -0.168
H 0.763 1.032 5.927 -0.129 -0.073 -0.038
H -0.766 -0.708 6.191 0.116 0.193 -0.079
H -1.269 -1.576 4.771 -0.056 0.128 -0.259
H -1.521 0.200 4.865 0.018 0.011 -0.194
H 3.062 0.722 2.758 -0.088 -0.323 -0.106
H 3.907 -0.188 3.700 -0.098 -0.043 0.043
C -0.894 -0.334 -6.390 -0.058 0.204 -0.511
C -1.634 -0.592 -5.081 0.292 0.146 -0.040
C -2.629 0.550 -4.890 0.203 0.506 0.551
C -3.735 0.245 -3.900 -0.187 0.170 -0.398
C -4.414 -1.073 -4.214 -0.716 -0.095 0.810
C -3.456 -2.255 -4.331 0.220 0.537 -0.014
N -2.375 -1.834 -5.225 -0.280 -0.360 -0.787
O -1.464 -2.910 -5.425 0.129 0.055 0.263
C -2.996 -2.681 -2.937 0.142 -0.733 0.528
C -4.158 -3.431 -4.986 0.259 -0.533 0.292
C -0.589 -0.621 -3.953 0.003 -0.158 -0.212
H -0.050 -1.001 -6.568 0.010 -0.021 0.196
H -0.536 0.698 -6.422 0.109 -0.065 0.102
H -1.581 -0.444 -7.233 -0.033 -0.027 0.092
H -2.079 1.419 -4.508 0.092 -0.068 -0.198
H -3.059 0.880 -5.836 -0.024 -0.331 -0.146
H -4.463 1.055 -3.978 -0.074 -0.044 0.237
H -3.365 0.247 -2.871 0.100 -0.039 0.008
H -5.078 -1.011 -5.078 0.319 0.108 -0.262
H -5.087 -1.282 -3.371 -0.015 -0.160 -0.180
H -2.278 -3.509 -2.985 0.017 0.156 -0.199
H -2.542 -1.894 -2.338 -0.112 0.206 -0.063
H -3.849 -3.073 -2.370 -0.008 0.128 -0.081
H -5.041 -3.712 -4.409 -0.121 0.120 -0.119
H -4.417 -3.225 -6.021 -0.129 0.129 -0.006
H -3.486 -4.292 -4.965 -0.104 -0.009 -0.115
H -0.076 0.342 -3.923 0.048 -0.035 0.119
H 0.138 -1.406 -4.175 0.027 0.028 0.050
H -1.040 -0.841 -2.991 -0.035 0.179 0.126
H -1.541 -3.108 -6.364 -0.040 -0.040 -0.007
```
Positions in Å, forces in eV/Å.

Output
**Spin multiplicity**: 1
**E_tot**: -1814.35595 Eh
**LUMO level**: -7.0246 eV
**HOMO level**: -11.8 eV
**Total charge**: +2

These are the Mulliken partial charges, in e, on atoms 1 to 5: atom 1 (Y): 0.927, atom 2 (C): -0.502, atom 3 (C): 0.393, atom 4 (C): -0.176, atom 5 (O): 1.370